ORCA calculation (the ωB97M-V functional and the def2-TZVPD basis) on a structure of composition C10H12EuN4O4.

Structure (XYZ):
```
31
Properties=species:S:1:pos:R:3:forces:R:3
Eu -0.25101 -0.21196 -2.38527 -1.0 -0.8 8.5
O -0.79536 2.87650 -2.62440 1.4 -8.1 0.0
C -0.59026 1.69751 -2.62546 -3.3 18.6 -1.9
C 1.56741 -0.87525 -2.62745 17.8 -6.5 -2.0
O 2.69227 -1.28349 -2.62667 -7.7 2.8 0.0
C -1.73922 -1.45889 -2.62013 -14.4 -12.1 -1.6
O -2.65604 -2.22813 -2.62295 6.4 5.4 0.0
C -0.25307 -0.21037 -4.53042 0.3 0.2 -17.4
O -0.25327 -0.21039 -5.77164 -0.1 0.0 11.3
C -0.09030 1.45961 0.27274 0.0 1.1 1.8
N 0.06643 0.05433 -0.22555 0.4 0.4 1.5
C -1.04561 -0.77228 0.35742 -0.7 -0.5 1.1
N -1.02317 -0.74907 1.84929 1.3 0.9 -1.3
C -1.15239 0.66879 2.30073 -0.2 0.2 0.1
N -0.04505 1.51537 1.76463 0.1 -1.6 -1.4
C 1.25245 0.94379 2.22463 0.3 0.2 0.2
N 1.42715 -0.46606 1.77114 -1.5 0.6 -1.4
C 1.36637 -0.49562 0.27911 1.1 -0.3 1.8
C 0.29653 -1.28019 2.30684 0.1 -0.2 0.1
H -1.05477 1.86727 -0.05977 0.1 -0.2 0.2
H 0.71644 2.08391 -0.14072 -0.1 -0.2 0.2
H -0.94660 -1.81122 0.01553 0.1 0.0 0.2
H -2.01169 -0.38383 0.00615 0.0 0.1 0.2
H -1.13822 0.70028 3.39518 0.1 -0.1 -0.2
H -2.11553 1.06690 1.96462 0.1 0.0 0.0
H 2.07681 1.55516 1.83951 -0.2 -0.1 0.0
H 1.29075 0.97598 3.31939 -0.1 -0.1 -0.3
H 1.48237 -1.53731 -0.05457 -0.1 0.2 0.2
H 2.19751 0.09892 -0.12804 -0.2 0.0 0.2
H 0.32726 -1.27217 3.40143 0.0 0.1 -0.2
H 0.40182 -2.31811 1.97470 0.0 0.1 0.0
```
Positions in Å, forces in eV/Å.

* total charge: +3
* spin multiplicity: 7
* Kohn-Sham gap (alpha / beta): 3.342 / 5.228 eV

Per-atom Löwdin charges, elementary charge units: Eu 1.33; O 0.29; C -0.09; C -0.09; O 0.30; C -0.09; O 0.30; C 0.01; O 0.24; C -0.14; N -0.29; C -0.15; N 0.01; C -0.08; N 0.00; C -0.09; N 0.00; C -0.14; C -0.08; H 0.13; H 0.15; H 0.14; H 0.14; H 0.16; H 0.15; H 0.15; H 0.16; H 0.14; H 0.15; H 0.16; H 0.15

ORCA calculation (the ωB97M-V functional and the def2-TZVPD basis) on an isolated molecule of C10H12F9NO4S.

Structure (XYZ):
```
37
Properties=species:S:1:pos:R:3:forces:R:3
H -3.34113 2.81209 0.09440 0.5 -0.6 0.3
N -2.68125 2.00931 0.14316 -0.3 -0.4 -3.2
C -2.56171 1.54528 -1.08491 0.7 -0.2 1.7
C -1.60498 0.30028 -1.34658 -1.1 0.4 0.4
C -2.36268 -1.12484 -1.23714 1.0 0.3 -1.1
O -2.06967 -1.78953 0.00672 -2.0 0.9 -0.5
C -2.88318 -1.27124 1.08384 0.5 0.2 1.1
C -1.87753 -0.67165 2.21073 -0.5 0.9 -0.2
O -0.47683 -0.83255 1.84155 0.5 1.1 0.0
C 0.21324 0.42218 2.08659 -2.6 0.0 0.0
S 2.05558 0.24152 2.07742 2.3 -3.5 7.2
O 2.54966 0.84670 3.37442 -1.5 0.1 -3.9
O 2.39060 -1.21339 2.13138 -0.9 3.1 -2.0
C 2.90875 1.19052 0.71947 0.9 2.8 -1.3
F 2.49799 2.54321 0.87494 0.6 -2.6 -0.2
F 4.29919 1.20732 0.82581 -3.0 -0.7 0.2
C 2.50657 0.78347 -0.77531 0.7 1.6 -1.1
F 3.51867 1.32003 -1.61572 -1.8 -1.2 1.5
F 1.33384 1.47444 -1.13169 1.9 -1.9 0.8
C 2.44381 -0.77621 -1.07334 -0.2 -1.5 -0.7
F 3.58672 -1.42595 -0.56278 -2.5 1.6 -0.7
F 1.25578 -1.36530 -0.59119 2.6 1.6 -0.6
C 2.45424 -1.12667 -2.65374 -0.5 -2.1 -0.5
F 3.70179 -0.99926 -3.23363 -2.8 0.4 1.0
F 1.43179 -0.48182 -3.34423 2.5 -0.8 1.2
F 2.13981 -2.50345 -2.71596 0.7 2.7 0.0
H -3.10055 2.02533 -1.96370 0.6 -0.7 1.0
H -1.16044 0.36936 -2.38847 -0.3 0.1 1.4
H -0.83913 0.30781 -0.51217 -0.7 -0.1 -1.3
H -3.46956 -0.99392 -1.44629 1.1 -0.3 0.4
H -1.91472 -1.76797 -2.07387 -0.7 0.7 1.4
H -3.51841 -2.07862 1.58626 1.0 0.8 -0.9
H -3.59675 -0.44341 0.74771 1.1 -1.1 0.3
H -2.02639 -1.16029 3.22678 0.1 0.7 -1.3
H -2.07804 0.45451 2.24194 0.0 -1.5 0.3
H -0.08611 0.73237 3.14992 1.3 -0.1 -1.3
H -0.19602 1.19769 1.36347 0.9 -0.6 0.7
```
Positions in Å, forces in eV/Å.

* total charge: 0
* SMILES: [H]/N=C/CCOCCOCS(=O)(=O)C(F)(F)C(F)(F)C(F)(F)C(F)(F)F
* Kohn-Sham gap: 10.125 eV
* energy relative to the best compared isomer or geometry (same formula, charge and spin): 0.0 kJ/mol

Per-atom Löwdin charges, elementary charge units: H 0.05; N 0.07; C -0.19; C -0.13; C -0.19; O -0.17; C -0.15; C -0.14; O -0.20; C -0.22; S 0.85; O -0.32; O -0.29; C -0.36; F 0.06; F 0.11; C -0.24; F 0.10; F 0.10; C -0.22; F 0.12; F 0.10; C -0.36; F 0.14; F 0.12; F 0.10; H 0.12; H 0.11; H 0.08; H 0.13; H 0.13; H 0.13; H 0.11; H 0.14; H 0.10; H 0.14; H 0.11

ORCA calculation (the ωB97M-V functional and the def2-TZVPD basis) on a cluster of 2 separate species, C10H12FNO2 in total.

Structure (XYZ):
```
26
Properties=species:S:1:pos:R:3:forces:R:3
H -0.87902 1.33886 2.19189 0.6 0.0 -0.4
N -0.20442 0.60008 1.95940 -1.0 -1.1 0.0
C -0.83616 -0.31491 1.29108 0.6 1.4 0.3
O -0.31635 -1.52604 1.09022 1.1 0.5 0.1
C -2.09289 -0.08379 0.54975 0.4 0.1 0.4
C -2.89310 -1.14657 0.22989 -0.3 -2.5 -1.7
C -4.02834 -0.94913 -0.58040 1.3 -1.4 1.4
C -4.30683 0.26718 -1.06898 -0.3 3.4 0.5
C -3.56631 1.42800 -0.67899 3.0 -5.8 2.1
C -2.37578 1.21222 0.10750 -2.7 -0.1 -1.0
H 0.62610 -1.43085 1.38340 -0.5 -0.5 -0.1
H -2.56152 -2.26011 0.27930 -0.5 2.3 0.8
H -4.62733 -1.81633 -0.72579 -0.5 -0.4 -0.6
H -5.18686 0.49626 -1.64066 -0.3 -0.4 -0.4
H -3.83902 2.28995 -1.07837 -0.9 4.0 -1.4
H -1.70712 1.99668 0.38422 0.2 0.5 -0.1
C 4.95808 0.07947 -1.42636 2.0 -0.6 1.9
C 4.20394 -0.38025 -0.21650 3.5 0.0 1.0
C 3.01895 -0.05226 0.14160 -3.4 -0.4 1.9
O 2.41006 -0.47594 1.33970 0.5 1.4 -1.8
F 2.10813 0.65941 -0.57164 0.6 -0.2 -0.1
H 6.01517 0.46157 -1.16391 -1.7 -0.6 -0.3
H 4.41535 0.84135 -1.86416 -0.9 1.6 -1.3
H 5.07804 -0.74728 -2.08249 0.2 -0.6 -0.9
H 4.79527 -0.76321 0.65568 -0.7 -0.1 -1.1
H 1.79194 0.27563 1.49463 -0.2 -0.5 0.8
```
Positions in Å, forces in eV/Å.

* total charge: 0
* SMILES: [H]/N=C(/O)c1ccccc1.C/C=C(/O)F
* Kohn-Sham gap: 9.879 eV
* energy relative to the best compared isomer or geometry (same formula, charge and spin): 73.0 kJ/mol

Per-atom Löwdin charges, elementary charge units: H 0.06; N 0.13; C -0.44; O 0.08; C -0.19; C -0.02; C -0.09; C -0.09; C -0.01; C 0.01; H 0.11; H 0.16; H 0.10; H 0.10; H 0.05; H 0.10; C -0.08; C -0.10; C -0.38; O 0.01; F 0.08; H 0.11; H 0.04; H 0.06; H 0.14; H 0.07

ORCA calculation (the ωB97M-V functional and the def2-TZVPD basis) on an isolated molecule of C10H12N2O2.

Structure (XYZ):
```
26
Properties=species:S:1:pos:R:3:forces:R:3
C 0.30407 0.28976 -3.45230 -0.2 0.3 -2.1
C 1.41663 0.23998 -2.67784 1.3 -0.7 0.1
C -0.93258 0.06908 -2.88436 0.7 0.2 0.1
C 1.26783 -0.31683 -1.38963 0.9 1.8 -1.6
C -1.09044 -0.25984 -1.55489 -1.5 1.3 -1.3
C 0.05573 -0.39689 -0.74963 -1.5 -1.3 0.3
C 0.49430 0.58793 2.93755 0.2 0.3 -2.6
C 1.07440 -1.24204 1.46596 1.0 2.0 -1.3
C -0.09794 -0.76347 0.62466 1.1 0.4 1.3
C -1.43078 -1.20098 1.11584 0.1 0.3 1.6
N 0.44440 1.30515 1.69964 0.0 -0.8 0.4
N -0.35248 2.36291 1.68470 -1.2 0.4 1.4
O 0.18521 1.03359 3.99574 -0.3 0.2 1.0
O 1.02997 -0.63981 2.77084 -0.3 -0.5 0.8
H 0.33404 0.42811 -4.56987 0.2 0.4 1.4
H 2.38563 0.56963 -3.13896 -0.8 -0.9 0.8
H -1.68384 0.36837 -3.56159 -1.6 -0.4 -0.2
H 2.16531 -0.58811 -0.93877 1.3 -0.2 1.2
H -2.17284 -0.22593 -1.31213 1.1 -0.4 0.9
H 0.97575 -2.31927 1.57122 0.4 -0.1 0.4
H 2.09972 -0.93591 1.02243 -1.7 -0.8 0.6
H -2.20729 -0.44943 1.22392 -0.2 0.2 -1.1
H -1.49725 -1.60911 2.12940 1.0 0.1 0.2
H -1.63992 -2.04909 0.52665 -1.3 -0.8 -1.1
H -0.94782 2.70190 2.49194 1.2 -1.1 -1.0
H -0.17980 3.04031 0.96948 0.2 0.0 -0.2
```
Positions in Å, forces in eV/Å.

* total charge: 0
* Kohn-Sham gap (alpha / beta): 6.899 / 7.927 eV
* energy relative to the best compared isomer or geometry (same formula, charge and spin): 334.6 kJ/mol

Per-atom Löwdin charges, elementary charge units: C -0.13; C -0.07; C -0.10; C -0.03; C -0.03; C -0.22; C -0.57; C -0.12; C -0.21; C -0.05; N 0.05; N 0.05; O 0.12; O 0.00; H 0.12; H 0.12; H 0.09; H 0.08; H 0.13; H 0.13; H 0.14; H 0.09; H 0.09; H 0.08; H 0.14; H 0.09

ORCA calculation (the ωB97M-V functional and the def2-TZVPD basis) on an isolated molecule of C10H12N4O.

Structure (XYZ):
```
27
Properties=species:S:1:pos:R:3:forces:R:3
C 1.53681 0.52626 2.75759 3.1 0.4 -0.4
C 0.73828 -0.44229 3.27000 -3.0 -0.3 1.0
C 1.47238 0.87395 1.40955 -0.3 -0.4 -1.4
C -0.39696 -0.86719 2.56832 -0.6 0.2 -0.1
C 0.39747 0.38333 0.61037 0.3 0.2 1.7
C -0.58966 -0.41174 1.24670 1.1 -0.2 0.7
C 0.22327 0.41343 -0.87324 -0.5 2.5 -1.0
C -2.09714 -0.60512 -0.76827 -0.3 1.1 2.9
C -1.24988 0.54373 -1.30248 -1.7 0.7 -1.4
C 1.35894 -1.67822 -1.66707 0.0 -0.6 -0.3
N 0.71996 -0.75119 -1.38028 0.3 -2.5 -0.4
N -1.70116 -0.86067 0.62205 -1.7 -2.0 0.4
N 2.24648 1.06479 -1.83546 1.8 3.4 2.8
N -1.50241 0.44477 -2.77618 -0.8 4.7 2.7
O 0.95101 1.48025 -1.62821 -1.3 -0.8 1.6
H 2.44741 0.77465 3.37185 -1.1 0.2 -0.9
H 0.80841 -0.65028 4.33085 0.2 -0.5 -0.1
H 2.32959 1.39895 0.92756 -1.0 -0.1 0.6
H -1.29643 -1.45659 2.94311 1.8 0.6 0.1
H -3.19735 -0.50535 -0.74092 0.5 0.9 -0.4
H -1.97137 -1.46681 -1.32448 0.8 -1.8 -1.5
H -1.62475 1.54796 -0.88716 0.5 -1.4 -0.8
H 2.22717 0.40005 -2.50919 0.3 -2.6 -2.3
H -2.13051 -1.70278 1.10521 0.7 1.7 -1.2
H 2.63979 0.72808 -0.93353 -0.2 0.1 -1.2
H -1.27648 -0.34647 -3.21464 1.1 -4.3 -1.3
H -1.06288 1.16452 -3.32207 0.1 0.6 0.2
```
Positions in Å, forces in eV/Å.

* total charge: 0
* Kohn-Sham gap: 8.744 eV
* energy relative to the best compared isomer or geometry (same formula, charge and spin): 498.3 kJ/mol

Per-atom Löwdin charges, elementary charge units: C -0.13; C -0.11; C -0.01; C -0.02; C -0.07; C -0.25; C -0.43; C -0.14; C -0.24; C 0.12; N 0.00; N 0.02; N 0.03; N 0.09; O -0.11; H 0.12; H 0.10; H 0.12; H 0.13; H 0.13; H 0.09; H 0.19; H 0.02; H 0.16; H 0.09; H 0.01; H 0.08

ORCA calculation (the ωB97M-V functional and the def2-TZVPD basis) on the ion C10H12N5 with charge +1.

Structure (XYZ):
```
27
Properties=species:S:1:pos:R:3:forces:R:3
C -3.70530 1.29379 0.68844 -1.5 -1.4 -1.3
C -3.58692 0.59627 -0.50106 -0.2 1.0 -1.2
C -2.75550 0.93145 1.59644 -0.3 2.3 1.1
C -1.70285 -0.35307 0.17042 -0.3 -0.7 0.1
C 0.94058 -1.60014 1.54008 0.2 -0.4 -0.1
C 1.58871 -0.48862 0.88057 1.4 1.9 -1.0
C 1.02812 0.09655 -0.16407 -1.2 -1.9 1.4
C 2.97545 0.20481 0.97397 1.6 0.4 0.5
C 1.65682 1.19603 -0.95452 0.3 -1.2 1.9
C -0.71371 -2.07773 -1.29069 1.7 -4.3 -1.2
N -2.57742 -0.18529 -0.81118 1.9 -1.0 1.2
N -1.70475 0.17766 1.37901 0.5 -1.1 -0.9
N -0.17810 -1.94330 1.03661 0.2 -2.3 1.0
N 2.93849 1.22673 -0.11927 -0.9 0.5 -1.3
N -0.61070 -1.33964 -0.08446 1.9 5.7 0.1
H -4.61932 1.86869 0.88187 0.8 0.0 0.2
H -4.16925 0.69060 -1.38721 -1.3 0.6 0.0
H -2.82100 1.49406 2.49664 0.4 -0.2 1.2
H 1.42674 -2.20066 2.35072 -0.9 0.8 -0.6
H 3.29332 0.81686 1.91466 -1.1 -1.6 -1.2
H 3.83854 -0.52964 0.77993 -1.4 0.7 0.3
H 1.75478 0.77805 -1.91426 0.7 -0.2 -1.7
H 1.07871 2.10993 -1.04842 0.1 0.2 0.5
H -1.28605 -1.53037 -2.03433 -0.6 -0.5 0.5
H 0.24529 -2.38259 -1.85257 -0.7 1.2 1.4
H -0.96549 -3.15435 -0.91085 -0.8 1.9 -1.2
H 3.76996 1.26524 -0.72162 -0.6 -0.3 0.5
```
Positions in Å, forces in eV/Å.

* total charge: +1
* Kohn-Sham gap (alpha / beta): 7.641 / 7.645 eV
* energy relative to the best compared isomer or geometry (same formula, charge and spin): 506.2 kJ/mol

Per-atom Löwdin charges, elementary charge units: C 0.00; C -0.09; C -0.11; C -0.30; C 0.00; C -0.15; C 0.15; C -0.13; C -0.10; C -0.03; N 0.14; N 0.18; N 0.09; N -0.04; N -0.14; H 0.13; H 0.12; H 0.12; H 0.16; H 0.15; H 0.14; H 0.10; H 0.12; H 0.09; H 0.13; H 0.15; H 0.13

ORCA calculation (the ωB97M-V functional and the def2-TZVPD basis) on the ion C10H12NO with charge +1.

Structure (XYZ):
```
24
Properties=species:S:1:pos:R:3:forces:R:3
C 3.81648 0.55506 1.28934 0.8 -0.1 0.8
C 3.11385 0.37482 0.34482 0.5 -0.4 0.4
O 2.45556 0.11379 -0.74434 -2.4 -0.4 -0.2
N 0.98876 0.02105 -0.42379 3.2 -0.1 -1.0
C 0.40776 1.15710 -0.20444 -1.0 2.9 2.0
C 1.19894 2.42874 -0.09466 -1.7 2.9 -1.4
C -0.95474 1.16442 0.09344 0.6 0.0 -0.2
C -1.65722 -0.01183 0.12837 0.9 -1.1 0.0
C -3.08862 -0.09303 0.45636 1.8 -0.2 -0.8
C -0.92832 -1.17110 -0.16533 0.1 0.2 0.0
C 0.41234 -1.16679 -0.48203 -1.0 -1.0 0.3
C 1.16481 -2.35875 -0.92170 3.7 0.9 1.8
H 4.51445 0.55430 2.11636 -0.5 0.2 -0.4
H 2.20247 2.41234 -0.49121 0.2 -0.2 0.5
H 0.66272 3.09988 -0.86298 0.7 -0.8 0.9
H 1.07195 3.10699 0.82866 0.3 -1.8 -1.0
H -1.43285 2.08768 0.34530 0.0 0.5 0.0
H -3.46961 -1.04854 0.49603 -0.5 -2.3 0.2
H -3.31498 0.40086 1.31671 -0.6 1.5 2.5
H -3.59622 0.36532 -0.30556 -1.5 1.4 -2.0
H -1.42454 -2.10734 -0.11294 -0.3 -0.8 -0.2
H 1.95635 -1.98775 -1.59525 -0.3 -0.2 0.1
H 1.83417 -2.85205 -0.04501 -2.2 0.7 -2.0
H 0.52735 -2.91228 -1.53088 -0.9 -1.8 -0.3
```
Positions in Å, forces in eV/Å.

* total charge: +1
* SMILES: C#CO[n+]1c(C)cc(C)cc1C
* Kohn-Sham gap: 9.987 eV
* energy relative to the best compared isomer or geometry (same formula, charge and spin): 426.3 kJ/mol

Per-atom Löwdin charges, elementary charge units: C 0.19; C -0.25; O 0.07; N 0.09; C -0.20; C 0.01; C 0.07; C -0.18; C 0.02; C 0.08; C -0.20; C 0.03; H 0.07; H 0.08; H 0.13; H 0.14; H 0.14; H 0.08; H 0.08; H 0.09; H 0.13; H 0.10; H 0.17; H 0.07

ORCA calculation (the ωB97M-V functional and the def2-TZVPD basis) on a cluster of 2 separate species, C10H12O2 in total.

Structure (XYZ):
```
24
Properties=species:S:1:pos:R:3:forces:R:3
C -0.53241 -2.55529 2.58834 -0.7 0.4 -0.3
C -1.29625 -1.87574 1.92431 0.1 -0.4 0.0
C -2.16705 -1.05909 1.15986 1.3 -0.5 1.1
C -2.76467 -0.15770 0.62519 -0.6 0.7 -0.2
C -3.72510 0.92521 0.31067 0.3 1.8 -0.2
O -3.47328 2.06881 -0.09067 -0.3 -3.1 0.9
H 0.09828 -3.18986 3.22399 -0.6 0.7 -0.7
H -4.75907 0.61695 0.59590 0.3 0.3 -0.3
C 1.51378 1.59879 -3.08074 0.0 0.0 0.1
C 1.67631 0.49653 -2.35373 -0.5 -0.4 0.2
O 2.57329 0.32097 -1.34339 0.3 0.8 -0.2
C 2.10527 -0.37704 -0.17933 0.4 -0.4 -0.3
C 0.86816 0.27414 0.36225 -0.9 0.0 0.1
C 3.28052 -0.41493 0.78707 0.1 -0.7 0.0
H 0.82391 1.59317 -3.92718 0.2 -0.1 0.4
H 2.01233 2.53863 -2.84704 0.1 -0.4 -0.1
H 1.04956 -0.38801 -2.50130 0.1 0.1 -0.3
H 1.85410 -1.40204 -0.49480 0.1 0.0 0.1
H 0.99011 1.34985 0.48212 0.2 0.0 0.1
H 0.02282 0.13070 -0.33511 0.4 0.1 0.3
H 0.57926 -0.17529 1.32120 0.1 0.2 -0.2
H 3.64277 0.57988 1.00460 -0.1 0.3 0.1
H 3.01184 -0.92711 1.72433 -0.1 0.3 -0.3
H 4.12270 -0.97430 0.36247 -0.2 0.1 -0.1
```
Positions in Å, forces in eV/Å.

* total charge: 0
* SMILES: C#CC#CC=O.C=COC(C)C
* Kohn-Sham gap: 8.042 eV
* energy relative to the best compared isomer or geometry (same formula, charge and spin): 519.4 kJ/mol

Per-atom Löwdin charges, elementary charge units: C 0.14; C -0.13; C -0.03; C 0.05; C -0.23; O 0.04; H 0.06; H 0.12; C 0.03; C -0.26; O -0.09; C -0.44; C -0.06; C -0.04; H 0.05; H 0.06; H 0.12; H 0.14; H 0.10; H 0.07; H 0.06; H 0.08; H 0.08; H 0.08

Computed maximum force (eV/Å) in order:
19.05 8.32 6.85 2.61 5.53 6.00 4.18 3.20